Molecular formula: C34H50ClN5Pt
Method: DFT, wB97M-V/def2-TZVPD

Structure (XYZ):
```
91
Properties=species:S:1:pos:R:3:lowdin_spin:R:1
Pt 0.788 -0.800 -0.131 0.94
Cl -0.160 0.429 -2.054 0.16
C 2.683 -4.091 -1.115 0.04
C 1.833 -2.046 -1.043 0.08
N 1.501 -3.350 -1.218 0.02
H 4.752 -3.456 -0.853 0.06
N 3.181 -1.907 -1.080 0.01
H 2.769 -5.153 -1.000 0.04
C 0.032 -3.785 -1.211 0.01
C 0.098 -5.213 -1.671 0.03
C -0.689 -3.696 0.132 0.01
H 0.613 -5.813 -0.909 0.01
H -0.899 -5.639 -1.831 0.00
H 0.638 -5.226 -2.625 0.01
H -1.785 -3.459 -2.325 0.00
H -0.357 -2.849 -3.163 0.00
H -0.924 -2.668 0.439 0.01
C -0.812 -2.963 -2.179 0.01
H -0.162 -4.180 0.957 0.00
H -1.666 -4.195 0.030 0.00
H -1.070 -1.956 -1.829 0.00
C 3.727 -3.200 -1.033 0.06
C 3.471 0.092 0.560 0.02
H 3.877 -0.478 1.397 0.02
H 3.885 1.108 0.641 0.00
C 3.781 -0.507 -0.818 0.01
H 3.971 1.356 -1.863 0.00
C 5.248 -0.727 -1.005 0.10
H 5.389 -1.131 -2.017 0.02
H 2.375 0.252 0.762 0.01
H 2.310 0.964 -1.586 0.00
H 5.617 -1.410 -0.230 0.04
H 5.794 0.218 -0.926 0.01
C 3.272 0.513 -1.834 0.01
H 3.190 0.119 -2.845 0.00
C -3.717 3.407 -1.702 0.07
N -3.247 2.244 -1.059 0.27
H -2.782 5.338 -2.027 0.01
N -1.651 3.679 -0.993 0.27
H -4.723 3.564 -2.110 0.01
C -3.702 0.718 -1.139 0.03
C -5.160 0.812 -0.733 0.00
C -3.544 0.202 -2.567 0.01
H -5.668 1.448 -1.469 0.00
H -5.588 -0.198 -0.741 0.00
H -5.201 1.234 0.279 0.00
H -3.117 -1.234 -0.463 0.00
H -3.149 -0.086 0.843 0.00
H -2.484 0.036 -2.801 0.00
C -2.883 -0.192 -0.213 0.01
H -4.016 0.866 -3.297 0.00
H -4.059 -0.767 -2.593 0.00
H -1.793 -0.082 -0.361 0.00
C -2.732 4.303 -1.663 0.07
C 0.526 3.764 -2.333 0.01
H 0.021 4.343 -3.110 0.00
H 1.568 4.101 -2.261 0.00
C -0.104 3.968 -0.956 0.03
H 1.624 3.279 0.114 0.00
C -0.067 5.411 -0.492 0.00
H -0.570 5.454 0.481 0.00
H 0.537 2.695 -2.587 0.00
H 0.534 1.963 -0.351 0.00
H -0.583 6.007 -1.257 0.00
H 0.977 5.727 -0.389 0.00
C 0.569 3.004 0.018 0.01
H 0.166 3.007 1.031 0.00
C -2.258 2.711 -0.314 1.02
C -0.627 3.317 3.565 0.00
C -1.536 2.764 2.666 0.03
C -1.247 1.552 2.060 0.04
C -0.032 0.924 2.362 0.01
C 0.906 1.473 3.257 0.00
C 0.581 2.678 3.855 0.01
N 0.254 -0.289 1.765 0.04
C 0.350 -1.413 2.592 0.02
C 1.516 -2.207 2.566 0.03
C 1.491 -3.465 3.176 0.03
C 0.344 -3.833 3.918 0.03
C -0.789 -2.996 4.024 0.01
C -0.782 -1.766 3.356 0.02
H -0.883 4.232 4.092 0.00
H -2.487 3.238 2.461 0.02
H -1.939 1.034 1.411 0.02
H 1.791 0.865 3.479 0.00
H 1.282 3.092 4.566 0.00
H 2.384 -1.800 2.034 0.01
H 2.382 -4.116 3.085 0.04
H 0.334 -4.795 4.444 0.01
H -1.661 -3.299 4.628 0.00
H -1.626 -1.067 3.333 0.00
```

Its expectation value of S² is 6.01. For the HOMO-LUMO gap (alpha / beta), the calculation gives 1.61 / 5.82 eV. The net charge is -2. Its spin multiplicity is 5. As for the LUMO energy (alpha / beta): 4.0833 / 4.2383 eV.